No. 1
Computed, not measured: a structure of composition C28H20BiCl2F11N4O, with ωB97M-V with the def2-TZVPD basis set.

Last column: Mulliken charge in e.
CARTESIAN COORDINATES (ANGSTROEM)
Bi: 0.513 0.578 0.575  1.48
F: 4.927 1.025 -2.715  -0.35
C: 3.637 1.352 -2.541  0.38
C: 2.970 0.910 -1.416  -0.67
C: 1.637 1.249 -1.255  0.21
C: 0.962 2.032 -2.210  0.06
C: 1.698 2.447 -3.315  0.65
F: 1.127 3.195 -4.285  -0.36
C: 3.024 2.123 -3.504  -0.90
C: -0.471 2.368 -1.996  -0.11
C: -1.206 3.291 -2.740  -1.04
C: -2.535 3.511 -2.426  -0.58
C: -3.129 2.812 -1.386  -0.98
C: -2.344 1.922 -0.686  -0.22
N: -1.060 1.711 -0.985  0.84
H: 3.498 0.336 -0.663  0.57
H: 3.558 2.473 -4.377  0.52
H: -0.748 3.839 -3.546  0.62
H: -3.104 4.239 -2.991  0.42
H: -4.165 2.961 -1.116  0.51
H: -2.734 1.358 0.154  0.29
C: -2.904 -1.667 -4.306  -0.50
C: -1.624 -1.392 -3.850  -0.86
C: -1.387 -1.279 -2.489  0.68
C: -2.429 -1.450 -1.586  -0.30
C: -3.714 -1.732 -2.040  -0.48
C: -3.948 -1.839 -3.400  -0.58
N: -2.089 -1.268 -0.208  1.15
N: -2.923 -1.689 0.590  -0.84
C: -2.625 -1.472 1.973  0.10
C: -3.206 -2.363 2.863  -0.57
C: -3.003 -2.169 4.219  -0.41
C: -2.258 -1.081 4.636  -0.74
C: -1.732 -0.235 3.672  -0.34
N: -1.900 -0.426 2.363  0.13
H: -3.094 -1.743 -5.370  0.40
H: -0.809 -1.260 -4.551  0.45
H: -0.392 -1.067 -2.110  0.12
H: -4.514 -1.848 -1.321  0.45
H: -4.946 -2.053 -3.759  0.39
H: -3.796 -3.184 2.477  0.46
H: -3.438 -2.850 4.939  0.40
H: -2.092 -0.883 5.687  0.43
H: -1.142 0.631 3.954  0.47
Cl: 0.470 -3.184 0.080  -0.03
C: 1.723 -3.734 -1.048  -0.55
Cl: 2.131 -2.489 -2.230  -0.10
H: 1.345 -4.600 -1.572  0.40
H: 2.613 -3.964 -0.478  0.35
C: 2.236 -1.529 2.708  -1.81
C: 2.971 -0.194 2.529  1.37
O: 2.552 0.584 1.481  -1.01
C: 2.844 0.597 3.852  0.48
F: 3.300 1.839 3.769  -0.25
F: 1.539 0.666 4.205  -0.16
F: 3.483 -0.005 4.875  -0.29
C: 4.466 -0.524 2.260  0.38
F: 4.590 -1.050 1.025  -0.23
F: 4.972 -1.438 3.109  -0.29
F: 5.252 0.552 2.316  -0.27
H: 1.162 -1.352 2.785  0.38
H: 2.569 -2.048 3.606  0.43
H: 2.428 -2.159 1.841  0.26
F: -0.941 3.156 1.549  -0.27
C: 0.360 2.786 1.351  0.36
F: 0.972 2.975 2.528  -0.23
F: 0.875 3.701 0.497  -0.25

* E_HOMO: -8.717 eV

No. 2
Computed, not measured: a cluster of 5 separate species, C28H20F5NO12S in total in a non-equilibrium geometry, with ωB97M-V with the def2-TZVPD basis set.

Last column: Mulliken charge in e.
CARTESIAN COORDINATES (ANGSTROEM)
C: 5.873 0.480 -0.004  -1.20
C: 5.012 0.507 -1.244  0.48
F: 3.799 -0.112 -1.027  -0.26
O: 4.779 1.804 -1.778  -0.34
C: 4.242 2.818 -1.113  0.47
O: 4.302 3.936 -1.507  -0.54
N: 3.575 2.493 0.163  0.30
F: 4.081 3.402 1.078  -0.22
S: 1.871 2.644 0.120  1.06
O: 1.443 3.056 -1.172  -0.56
O: 1.488 3.323 1.309  -0.57
C: 1.260 0.874 0.343  0.70
F: 2.139 0.098 0.938  -0.21
F: 0.911 0.376 -0.815  -0.23
F: 0.192 0.983 1.118  -0.21
H: 6.151 -0.563 0.177  0.39
H: 6.785 1.057 -0.165  0.35
H: 5.327 0.824 0.879  0.32
H: 5.491 -0.021 -2.073  0.22
O: -2.850 -1.688 4.826  -0.57
C: -2.107 -0.761 5.080  0.39
C: -1.395 -0.038 3.999  -0.18
C: -0.576 0.975 4.268  -0.37
C: -0.342 1.424 5.665  0.22
O: 0.404 2.343 5.916  -0.54
C: -1.060 0.698 6.747  -0.41
C: -1.879 -0.314 6.475  -0.51
H: -1.583 -0.382 2.989  0.53
H: -0.048 1.519 3.496  0.58
H: -0.875 1.044 7.756  0.41
H: -2.413 -0.858 7.244  0.43
O: 5.597 3.660 -5.774  -0.56
C: 4.553 4.277 -5.797  0.32
C: 3.849 4.653 -4.545  -0.35
C: 2.700 5.324 -4.577  -0.34
C: 2.077 5.728 -5.862  0.31
O: 1.032 6.341 -5.895  -0.54
C: 2.784 5.353 -7.115  -0.39
C: 3.931 4.681 -7.085  -0.37
H: 4.313 4.352 -3.614  0.66
H: 2.168 5.604 -3.677  0.47
H: 2.310 5.659 -8.038  0.40
H: 4.465 4.396 -7.983  0.41
O: -5.190 0.771 1.988  -0.56
C: -5.408 -0.361 1.614  0.31
C: -6.064 -0.626 0.306  -0.45
C: -6.295 -1.869 -0.107  -0.34
C: -5.907 -3.038 0.722  0.26
O: -6.104 -4.172 0.334  -0.56
C: -5.257 -2.774 2.028  -0.16
C: -5.023 -1.532 2.441  -0.29
H: -6.333 0.244 -0.279  0.41
H: -6.767 -2.092 -1.055  0.44
H: -4.981 -3.643 2.612  0.49
H: -4.541 -1.318 3.385  0.44
O: -0.948 -3.899 -1.443  -0.56
C: -1.504 -4.845 -0.926  0.35
C: -0.741 -6.049 -0.508  -0.38
C: -1.348 -7.086 0.062  -0.39
C: -2.815 -7.082 0.307  0.36
O: -3.363 -8.026 0.833  -0.54
C: -3.580 -5.879 -0.113  -0.31
C: -2.968 -4.845 -0.685  -0.33
H: 0.325 -6.026 -0.694  0.41
H: -0.815 -7.974 0.377  0.41
H: -4.645 -5.892 0.074  0.55
H: -3.502 -3.957 -1.000  0.46

* E_HOMO: -10.033 eV
* SMILES string: C[C@@H](F)OC(=O)N(F)S(=O)(=O)C(F)(F)F.O=C1C=CC(=O)C=C1.O=C1C=CC(=O)C=C1.O=C1C=CC(=O)C=C1.O=C1C=CC(=O)C=C1

Which value of E_HOMO does entry 1 give? -8.717 eV